Record 1
Below is a cluster of 2 separate species, C3H7O3S in total, with properties calculated with the ωB97M-V functional and the def2-TZVPD basis.

Its spin multiplicity is 1. The HOMO energy is -4.253 eV. As for the calculated total energy: -20203.2860 eV. The frontier orbital gap comes out at 7.260 eV. As for the net charge: -1. Its relative energy (zero: lowest compared OMol25 entry of this formula, charge and spin) is 17.6 kcal per mole.

The geometry in XYZ format:
```
14
C3H7O3S (the ωB97M-V functional and the def2-TZVPD basis)
O 1.01 -1.85 0.57
C 0.25 -1.39 1.43
O -0.05 -1.92 2.48
C -0.50 -0.07 1.13
C 0.55 0.94 0.64
S -0.12 2.59 0.18
H -0.95 0.40 2.00
H -1.23 -0.25 0.29
H 0.88 0.50 -0.42
H 1.33 0.90 1.35
H -1.42 2.40 0.11
H -0.14 -1.35 -2.81
H 0.20 0.05 -3.33
O 0.19 -0.95 -3.62
```

Record 2
Below is a cluster of 2 separate species, C3H7O4S in total, with properties calculated with the ωB97M-V functional and the def2-TZVPD basis.

Its spin multiplicity is 1. The HOMO energy (spin up / spin down) is -5.452 / -5.456 eV. As for the calculated total energy: -22248.3992 eV. The frontier orbital gap (spin up / spin down) comes out at 9.190 / 9.195 eV. As for the net charge: -1. Its relative energy (zero: lowest compared OMol25 entry of this formula, charge and spin) is 59.7 kcal per mole.

The geometry in XYZ format:
```
15
C3H7O4S (the ωB97M-V functional and the def2-TZVPD basis)
C -0.65 0.42 -1.27
C -0.78 0.32 1.35
C -0.15 -0.01 0.06
O 1.63 1.60 0.02
O 2.08 -0.56 1.15
O 1.99 -0.35 -1.35
O -0.81 -2.15 0.27
S 1.62 0.13 -0.04
H -0.49 -0.43 -2.03
H -1.71 0.87 -1.22
H 0.05 1.11 -1.61
H -1.84 0.54 1.18
H -0.26 1.17 1.80
H -0.65 -0.34 2.04
H -0.04 -2.33 -0.35
```

Record 3
Below is a cluster of 3 separate species, C3H7OPS in total, with properties calculated with the ωB97M-V functional and the def2-TZVPD basis.

Its spin multiplicity is 1. The HOMO energy is -9.016 eV. As for the calculated total energy: -25392.6487 eV. The frontier orbital gap comes out at 7.409 eV. Its relative energy (zero: lowest compared OMol25 entry of this formula, charge and spin) is 81.2 kcal per mole.

The geometry in XYZ format:
```
13
C3H7OPS (the ωB97M-V functional and the def2-TZVPD basis)
C 4.45 -0.54 0.48
C 4.41 -0.26 -0.71
C -3.64 -0.67 -0.16
O 0.46 1.06 1.34
P -2.85 0.98 -0.67
S -1.16 0.47 -1.54
H 4.28 -0.34 1.52
H 0.26 0.84 0.40
H 4.49 -0.46 -1.78
H -3.44 -1.47 -1.00
H -3.27 -1.13 0.86
H -4.70 -0.54 -0.07
H 0.69 2.07 1.34
```

Record 4
Below is a cluster of 2 separate species, C3H7OS in total, with properties calculated with the ωB97M-V functional and the def2-TZVPD basis.

Its spin multiplicity is 1. The HOMO energy is -2.445 eV. As for the calculated total energy: -16106.4171 eV. The frontier orbital gap comes out at 6.420 eV. As for the net charge: -1. Its relative energy (zero: lowest compared OMol25 entry of this formula, charge and spin) is 42.9 kcal per mole.

The geometry in XYZ format:
```
12
C3H7OS (the ωB97M-V functional and the def2-TZVPD basis)
O -2.95 -0.62 2.05
C -2.23 0.32 2.16
H -1.04 0.32 2.29
H -2.48 1.34 2.05
C 1.41 -0.87 -1.43
C 0.80 0.34 -0.80
S 1.12 1.03 0.93
H 2.48 -0.87 -1.16
H 1.19 -0.72 -2.54
H 0.94 -1.84 -1.14
H -0.39 0.31 -0.99
H 1.15 1.25 -1.40
```

Record 5
Below is the ion C3H7OS with charge -1, with properties calculated with the ωB97M-V functional and the def2-TZVPD basis.

Its spin multiplicity is 1. The HOMO energy is -2.121 eV. As for the calculated total energy: -16106.3069 eV. The frontier orbital gap comes out at 5.335 eV. As for the net charge: -1. Its relative energy (zero: lowest compared OMol25 entry of this formula, charge and spin) is 45.4 kcal per mole.

The geometry in XYZ format:
```
12
C3H7OS (the ωB97M-V functional and the def2-TZVPD basis)
C 0.55 -1.52 -0.44
O 1.36 -2.27 0.36
C 0.39 -0.09 0.20
C -0.78 0.81 -0.23
S -1.17 2.06 1.07
H -0.47 -1.98 -0.55
H 1.13 -1.35 -1.37
H 0.18 -0.34 1.25
H 1.36 0.41 0.26
H -1.67 0.17 -0.29
H -0.77 1.20 -1.25
H -0.11 2.91 0.99
```

Record 6
Below is a cluster of 2 separate species, C3H7OS in total, with properties calculated with the ωB97M-V functional and the def2-TZVPD basis.

Its spin multiplicity is 1. The HOMO energy is -2.542 eV. As for the calculated total energy: -16107.0872 eV. The frontier orbital gap comes out at 6.594 eV. As for the net charge: -1. Its relative energy (zero: lowest compared OMol25 entry of this formula, charge and spin) is 27.4 kcal per mole.

The geometry in XYZ format:
```
12
C3H7OS (the ωB97M-V functional and the def2-TZVPD basis)
O 3.95 -0.62 0.25
C 2.80 -0.39 -0.03
H 2.22 -0.87 -0.82
H 2.20 0.33 0.54
C -1.33 0.93 0.34
C -1.51 -0.46 -0.34
S -0.18 -1.56 0.04
H -1.66 0.79 1.37
H -0.31 1.27 0.21
H -1.94 1.74 -0.06
H -2.52 -0.86 -0.08
H -1.73 -0.31 -1.42
```

Record 7
Below is the molecule C3H7PS, with properties calculated with the ωB97M-V functional and the def2-TZVPD basis.

Its spin multiplicity is 1. The HOMO energy is -8.207 eV. As for the calculated total energy: -23346.9825 eV. The frontier orbital gap comes out at 8.406 eV. Its relative energy (zero: lowest compared OMol25 entry of this formula, charge and spin) is 22.7 kcal per mole.

The geometry in XYZ format:
```
12
C3H7PS (the ωB97M-V functional and the def2-TZVPD basis)
C -2.19 0.75 0.82
C 1.78 -1.04 0.28
C -0.03 0.50 -1.06
P -1.63 -0.45 -0.17
S 1.32 0.70 0.10
H -3.05 0.53 1.44
H -1.75 1.73 0.92
H 2.48 -1.11 1.10
H 2.24 -1.40 -0.64
H 0.88 -1.62 0.50
H -0.37 1.49 -1.36
H 0.29 -0.07 -1.93
```

Record 8
Below is a structure of composition C3H7PS, with properties calculated with the ωB97M-V functional and the def2-TZVPD basis.

Its spin multiplicity is 1. The HOMO energy is -7.793 eV. As for the calculated total energy: -23346.4205 eV. The frontier orbital gap comes out at 6.649 eV. Its relative energy (zero: lowest compared OMol25 entry of this formula, charge and spin) is 35.7 kcal per mole.

The geometry in XYZ format:
```
12
C3H7PS (the ωB97M-V functional and the def2-TZVPD basis)
C -0.55 -0.72 1.22
C -0.66 0.93 -0.93
C -0.05 -0.21 -0.19
P 2.15 0.43 0.34
S 3.17 -0.63 -0.85
H -0.72 0.08 1.94
H 0.10 -1.28 1.81
H -1.44 -1.40 1.06
H -1.71 1.10 -0.85
H 0.05 1.87 -0.69
H -0.49 0.79 -2.02
H 0.16 -0.96 -0.86
```